(1)
{"formula": "C17H21MnN2O2PS2", "method": "ωB97M-V/def2-TZVPD", "total_energy_ev": -87325.7110, "multiplicity": 2, "species": ["Mn", "C", "C", "O", "P", "S", "S", "O", "C", "C", "H", "H", "H", "H", "H", "H", "H", "H", "H", "H", "C", "C", "C", "N", "C", "C", "H", "H", "H", "H", "H", "C", "C", "C", "C", "C", "C", "C", "C", "N", "H", "H", "H", "H", "H", "H"], "xyz": [[-0.40839, 0.14181, -0.98793], [0.07347, 5.04432, 2.31074], [-0.91581, 4.23576, 1.50052], [-0.82782, 2.82276, 1.78406], [0.30646, 1.89477, 1.15032], [-0.28008, 0.01567, 1.43632], [0.61743, 2.28741, -0.77106], [1.63979, 2.25292, 1.95048], [1.75438, 1.90796, 3.35060], [2.77051, 0.80433, 3.51985], [-0.10772, 6.10742, 2.14498], [1.09939, 4.82201, 2.01948], [-0.04335, 4.83950, 3.37555], [-0.77380, 4.38383, 0.42858], [-1.94077, 4.50040, 1.75350], [0.77811, 1.61343, 3.74096], [2.06296, 2.82158, 3.85863], [2.43116, -0.10163, 3.01903], [2.90945, 0.58694, 4.58003], [3.72944, 1.10325, 3.09691], [3.04639, -2.77686, -2.66595], [2.40994, -1.89366, -3.51947], [1.34433, -1.15247, -3.04125], [0.89673, -1.25465, -1.78525], [1.52726, -2.10331, -0.95983], [2.59316, -2.88525, -1.36182], [3.88586, -3.36670, -3.00965], [2.73076, -1.76880, -4.54388], [0.82138, -0.44639, -3.67160], [1.15007, -2.14404, 0.05342], [3.05679, -3.55926, -0.65576], [-1.71350, 0.23684, -2.57371], [-2.26442, -0.92364, -1.89123], [-1.95619, -2.24073, -2.30544], [-2.29418, -3.33512, -1.54635], [-2.95121, -3.16122, -0.32070], [-3.25934, -1.88396, 0.12055], [-2.91339, -0.78260, -0.65183], [-3.29373, -4.30665, 0.47717], [-3.56625, -5.22712, 1.11019], [-2.33896, 1.12695, -2.57020], [-1.35768, 0.01893, -3.57952], [-1.44290, -2.38255, -3.24894], [-2.05650, -4.33471, -1.88568], [-3.76011, -1.74947, 1.06975], [-3.16918, 0.21200, -0.30455]], "lowdin_spin": [1.018, 0.000, 0.000, -0.001, -0.002, 0.008, 0.004, 0.000, 0.000, 0.000, 0.000, 0.000, 0.000, 0.000, 0.000, 0.000, 0.000, 0.000, 0.000, 0.000, -0.003, 0.001, 0.003, 0.006, -0.002, 0.000, 0.000, 0.000, 0.002, 0.000, 0.000, -0.009, -0.004, -0.006, 0.000, -0.007, 0.000, -0.011, -0.001, -0.003, 0.000, 0.005, 0.000, 0.000, 0.000, -0.001]}

=====

(2)
{"formula": "C17H21N10O7STi", "method": "ωB97M-V/def2-TZVPD", "total_charge": -1, "total_energy_ev": -81154.0947, "de_lowest_kcal_mol": 0.00, "species": ["Ti", "C", "C", "O", "C", "C", "O", "C", "C", "O", "C", "C", "O", "H", "H", "H", "H", "H", "H", "H", "H", "H", "H", "H", "H", "H", "H", "H", "H", "N", "C", "N", "N", "N", "N", "C", "N", "N", "N", "N", "H", "O", "S", "O", "N", "C", "O", "C", "C", "C", "C", "C", "C", "H", "H", "H", "H"], "xyz": [[0.11115, -0.52986, 0.74505], [0.41731, 2.44234, 0.96332], [1.48166, 1.87723, 0.03340], [0.85707, 0.80059, -0.66655], [1.57045, 0.04886, -1.66439], [0.60915, -1.02190, -2.14802], [0.05252, -1.77203, -1.03520], [-1.34870, -2.09294, -1.15203], [-2.25681, -0.87882, -1.01036], [-1.86242, -0.21347, 0.19810], [-2.34661, 1.09200, 0.53677], [-1.64668, 1.46373, 1.83411], [-0.20589, 1.39184, 1.74231], [-0.34782, 2.94945, 0.37252], [0.88548, 3.15474, 1.64460], [2.35015, 1.49991, 0.57732], [1.79254, 2.64975, -0.67748], [2.47968, -0.35867, -1.21892], [1.79346, 0.69780, -2.51461], [1.13919, -1.71146, -2.80631], [-0.19523, -0.52790, -2.69431], [-1.53959, -2.79556, -0.34425], [-1.54472, -2.57170, -2.11744], [-3.29652, -1.20305, -0.91840], [-2.15204, -0.18897, -1.84962], [-3.42685, 1.05114, 0.70236], [-2.12411, 1.77683, -0.28539], [-1.91137, 0.73473, 2.59799], [-1.95316, 2.46791, 2.14574], [1.29946, -3.27730, 2.60138], [-0.04705, -3.00182, 2.73147], [-0.87759, -3.77745, 3.41232], [-2.06920, -3.17168, 3.28455], [-1.96781, -2.09989, 2.57330], [-0.66943, -1.95487, 2.19070], [2.24896, -2.38320, 2.15879], [3.54927, -2.57747, 2.32171], [4.11938, -1.50693, 1.74596], [3.22595, -0.71204, 1.26796], [1.99703, -1.24402, 1.51224], [1.64775, -4.01616, 3.18862], [0.81685, 3.06596, -6.15272], [0.97314, 3.30471, -4.74126], [2.28977, 3.67531, -4.28483], [0.36562, 2.10276, -3.85170], [-0.68631, 2.49024, -3.12447], [-1.31177, 1.77732, -2.32923], [-1.04546, 3.94564, -3.32346], [-2.06154, 4.66759, -2.72735], [-2.19820, 6.01033, -3.06303], [-1.33298, 6.60776, -3.97717], [-0.31044, 5.87814, -4.57319], [-0.19269, 4.54784, -4.22220], [-2.72937, 4.18522, -2.02426], [-2.98529, 6.60196, -2.61203], [-1.46050, 7.65392, -4.22626], [0.36780, 6.33276, -5.28357]], "lowdin_charge": [0.891, -0.120, -0.133, -0.256, -0.129, -0.116, -0.210, -0.141, -0.128, -0.258, -0.133, -0.142, -0.209, 0.127, 0.137, 0.111, 0.146, 0.122, 0.117, 0.140, 0.116, 0.128, 0.137, 0.141, 0.105, 0.142, 0.103, 0.124, 0.135, 0.134, -0.478, 0.010, -0.114, -0.083, -0.063, -0.472, 0.015, -0.102, -0.083, -0.055, 0.133, -0.323, 0.604, -0.328, -0.053, -0.521, -0.014, -0.139, -0.018, -0.083, -0.085, -0.039, -0.215, 0.111, 0.097, 0.098, 0.118]}

=====

(3)
{"formula": "C17H21N2", "method": "ωB97M-V/def2-TZVPD", "total_charge": 1, "total_energy_ev": -20940.6240, "smiles": "Cc1ccc([C@H](CN=[N+](C)C)c2ccccc2)cc1", "de_lowest_kcal_mol": 62.62, "species": ["C", "N", "C", "N", "C", "H", "H", "H", "H", "H", "H", "H", "H", "C", "C", "C", "C", "C", "C", "C", "C", "C", "C", "C", "C", "C", "C", "H", "H", "H", "H", "H", "H", "H", "H", "H", "H", "H", "H", "H"], "xyz": [[-3.69642, -2.25664, 1.15901], [-2.95845, -1.01458, 0.77760], [-3.90081, 0.15179, 0.83033], [-1.67693, -0.99522, 0.61721], [-0.76132, 0.14066, 1.21928], [-4.65143, -2.26915, 0.62125], [-3.13128, -3.17687, 0.94367], [-3.95561, -2.14935, 2.22914], [-4.87954, -0.22234, 0.49572], [-4.01397, 0.43618, 1.88805], [-3.58169, 0.98001, 0.17945], [-0.91420, -0.03704, 2.27565], [-1.26137, 1.05342, 0.90535], [2.03427, -3.10120, -3.59398], [1.75234, -2.23058, -2.41391], [1.43535, -2.81988, -1.17430], [1.11084, -1.99413, -0.10087], [1.15074, -0.59286, -0.25338], [0.68363, 0.22703, 0.93123], [1.07004, 1.70373, 0.96671], [1.70744, 2.27207, 2.07812], [1.90354, 3.66625, 2.14499], [1.48174, 4.49099, 1.08573], [0.82675, 3.92037, -0.01109], [0.59782, 2.54438, -0.04518], [1.60293, -0.02434, -1.44326], [1.84073, -0.84143, -2.54102], [1.91493, -2.53909, -4.52863], [3.07047, -3.46244, -3.52629], [1.37003, -3.97562, -3.62105], [1.40136, -3.91079, -1.06196], [0.84493, -2.41840, 0.86879], [1.19222, -0.20143, 1.80130], [2.07020, 1.64355, 2.88538], [2.36516, 4.12518, 3.02727], [1.59724, 5.58699, 1.13412], [0.46383, 4.53783, -0.85099], [0.07228, 2.08775, -0.89042], [1.74176, 1.04975, -1.50924], [2.08044, -0.38455, -3.49976]], "lowdin_charge": [0.022, -0.175, 0.020, 0.228, -0.053, 0.096, 0.114, 0.122, 0.099, 0.117, 0.111, 0.147, 0.111, -0.056, -0.277, -0.028, -0.046, -0.189, -0.254, -0.203, -0.018, -0.059, -0.073, -0.067, -0.079, -0.021, -0.025, 0.082, 0.094, 0.084, 0.121, 0.115, 0.143, 0.114, 0.112, 0.115, 0.117, 0.118, 0.102, 0.119]}